{
  "formula": "C25H19BrFIN7O6S2V",
  "method": "ωB97M-V/def2-TZVPD",
  "s_squared": 3.775,
  "charge": -1,
  "gap_ev": [6.2727, 6.9260],
  "multiplicity": 4,
  "species": ["V", "C", "S", "C", "S", "N", "N", "C", "C", "C", "C", "C", "C", "N", "H", "H", "H", "H", "H", "H", "H", "H", "Br", "C", "C", "C", "C", "C", "N", "C", "O", "O", "H", "H", "H", "I", "C", "C", "C", "C", "C", "N", "H", "H", "H", "H", "F", "C", "C", "N", "C", "C", "O", "O", "C", "O", "N", "C", "O", "H", "H", "H", "H"],
  "xyz": [[0.64047, 0.82386, -0.41762], [-4.97547, -0.24053, -2.80137], [-3.98202, 1.23534, -2.54606], [-2.93211, 0.77630, -1.15946], [-2.97659, -0.76513, -0.47321], [-2.17879, 1.79270, -0.86888], [-1.15044, 1.56977, 0.01981], [-1.29545, 2.13879, 1.17814], [-0.18316, 2.09320, 2.09216], [-0.22719, 2.66381, 3.36551], [0.90058, 2.61811, 4.15634], [2.04922, 2.00752, 3.66349], [2.01368, 1.44792, 2.39960], [0.92380, 1.47536, 1.62930], [-5.66526, 0.00543, -3.61037], [-4.35487, -1.08770, -3.08412], [-5.53095, -0.49383, -1.90165], [-2.22692, 2.63156, 1.43110], [-1.14002, 3.13550, 3.70340], [0.89362, 3.05848, 5.14544], [2.95676, 1.95780, 4.24808], [2.86631, 0.92949, 1.98467], [2.49156, -2.55087, -1.65548], [3.52452, -1.00948, -1.25972], [4.90018, -1.17405, -1.24340], [5.68232, -0.05096, -1.04181], [5.06352, 1.17642, -0.89843], [3.68094, 1.22907, -0.92707], [2.90615, 0.14298, -1.07521], [2.95523, 2.56492, -0.82862], [3.61848, 3.58645, -0.71383], [1.69294, 2.44162, -0.88351], [5.32855, -2.15328, -1.39297], [6.76142, -0.13768, -1.01712], [5.60470, 2.10191, -0.76655], [0.00893, 3.06877, -3.52395], [-0.30992, 1.00780, -3.54814], [-0.82696, 0.48794, -4.72516], [-1.12966, -0.86075, -4.78395], [-0.92224, -1.63571, -3.66044], [-0.40308, -1.03446, -2.52965], [-0.06821, 0.26618, -2.46403], [-1.00625, 1.14332, -5.56358], [-1.54310, -1.28653, -5.68966], [-1.17701, -2.68540, -3.63089], [-0.25101, -1.59719, -1.62156], [-2.54130, 0.51030, 3.83490], [-2.37189, -0.65941, 3.20025], [-1.15304, -1.12232, 2.92466], [-0.94785, -2.31914, 2.27557], [0.42247, -2.71410, 1.98887], [1.15393, -1.64758, 1.16613], [2.35309, -1.47818, 1.37864], [0.39746, -1.05097, 0.33523], [-1.99996, -3.05444, 1.78169], [-1.86972, -4.07686, 1.13683], [-3.24586, -2.56265, 2.12592], [-3.56555, -1.39362, 2.81003], [-4.71123, -1.08435, 3.04760], [-0.26464, -0.56517, 3.19331], [0.39651, -3.64793, 1.43135], [0.96566, -2.87480, 2.92056], [-4.02528, -3.07354, 1.73891]],
  "forces_ev_per_a": [[0.7229, -0.8509, -0.4021], [-0.0032, 0.0158, 0.0247], [-0.0115, 0.0187, 0.0648], [0.0368, -0.0087, -0.3013], [-0.0273, -0.0418, 0.0403], [-0.0722, 0.0335, -0.2423], [-0.5435, 0.6020, 0.5782], [-0.1016, -0.1629, -0.1365], [0.1010, 0.0573, 0.0624], [-0.0015, 0.0203, -0.0273], [-0.0256, 0.0168, -0.0078], [0.0504, -0.0630, -0.0205], [-0.0920, -0.0590, 0.0258], [0.0448, 0.1351, 0.1555], [0.0003, 0.0018, 0.0014], [0.0041, -0.0043, 0.0019], [-0.0067, -0.0099, -0.0041], [0.0186, 0.0318, 0.0354], [0.0031, -0.0270, 0.0030], [-0.0040, -0.0054, -0.0024], [0.0049, -0.0034, -0.0067], [0.0636, -0.0309, -0.0181], [0.0987, -0.0109, -0.0704], [-0.0690, -0.0659, -0.0116], [0.0090, 0.0405, -0.0178], [0.0170, -0.0596, 0.0005], [-0.0276, 0.0451, 0.0356], [0.1104, -0.0331, -0.0606], [0.0619, 0.0010, 0.0047], [-0.0140, -0.1391, 0.1320], [0.0072, -0.0028, -0.0594], [-0.0199, 0.9536, -0.1108], [-0.0103, -0.0037, 0.0029], [-0.0008, -0.0017, 0.0031], [-0.0151, 0.0099, -0.0085], [0.0344, -0.0167, 0.0478], [-0.0360, -0.0481, -0.0005], [0.0062, -0.0136, -0.0119], [-0.0013, 0.0044, 0.0052], [-0.0266, 0.0138, -0.0014], [-0.0143, 0.0018, 0.0588], [-0.1253, -0.0237, -0.1713], [0.0030, 0.0031, 0.0007], [0.0000, -0.0001, -0.0020], [0.0016, -0.0038, 0.0017], [-0.0322, 0.0157, -0.0155], [-0.0477, 0.0520, 0.0508], [0.0175, -0.0609, -0.0536], [0.0000, -0.0620, -0.0344], [0.0190, 0.0294, 0.0815], [0.0368, 0.0249, 0.0830], [-0.1643, -0.1731, 0.1726], [0.0059, 0.1333, 0.0273], [0.1287, -0.1439, 0.0382], [-0.0600, -0.0126, -0.0697], [0.0096, 0.0186, 0.0525], [-0.0062, -0.0611, 0.2075], [0.0270, -0.1243, -0.1310], [-0.0217, 0.0464, 0.0318], [0.0024, -0.0189, 0.0254], [-0.0624, 0.0115, -0.0294], [-0.0040, -0.0177, -0.0011], [0.0007, 0.0263, -0.0267]],
  "lowdin_spin": [2.52, 0.00, 0.00, 0.00, 0.01, 0.00, 0.01, 0.14, 0.03, 0.02, 0.02, 0.03, 0.01, 0.04, 0.00, 0.00, 0.00, 0.01, 0.00, 0.00, 0.00, 0.00, 0.00, 0.00, 0.00, 0.00, 0.00, 0.01, 0.00, 0.01, 0.02, 0.03, 0.00, 0.00, 0.00, 0.00, 0.01, 0.00, 0.01, 0.00, 0.01, 0.01, 0.00, 0.00, 0.00, 0.00, 0.00, 0.00, 0.00, 0.00, 0.00, 0.01, 0.01, 0.03, 0.00, 0.00, 0.00, 0.00, 0.00, 0.00, 0.00, 0.00, 0.00]
}